This record from the OMol25 dataset describes the molecule C17H25ClN2O4S2 at a distorted geometry. The level of theory is wB97M-V/def2-TZVPD.

```
51
Properties=species:S:1:pos:R:3:forces:R:3
C -4.1027 -0.7106 -1.5181 0.03 0.10 0.04
C -3.6393 0.2940 -0.4736 0.35 -0.25 0.15
C -4.6061 0.3801 0.6983 0.06 0.02 -0.06
C -3.4417 1.6703 -1.1021 0.15 -0.17 0.10
S -1.9541 -0.1698 0.1593 -0.24 0.04 0.02
C -2.1288 -1.8844 0.7762 0.08 0.33 -0.33
C -1.4736 -2.8824 -0.1762 -0.19 -0.13 0.18
N -0.0916 -2.5348 -0.3964 -0.14 0.28 -0.16
C 0.9224 -3.1296 0.2725 0.09 0.13 -0.23
O 0.7901 -4.1521 0.9137 0.07 -0.24 0.21
C 2.2463 -2.4461 0.1153 0.33 0.07 0.14
C 3.3998 -3.2267 0.0770 -0.24 0.07 0.01
C 4.6451 -2.6465 -0.0652 0.00 0.32 -0.04
C 4.7437 -1.2615 -0.1455 -0.24 -0.14 0.09
Cl 6.2500 -0.4867 -0.3595 0.71 -0.30 -0.09
C 3.6036 -0.4761 -0.0564 0.13 0.64 -0.02
S 3.8023 1.3146 -0.1614 -0.55 -0.11 0.04
O 4.1296 1.6343 -1.5179 -0.27 0.03 -0.11
O 4.6749 1.7480 0.8889 -0.28 -0.04 0.16
N 2.2335 1.8347 0.1424 0.93 -0.39 -0.21
C 1.9681 2.1446 1.5343 -0.27 0.13 0.55
C 0.4570 2.3166 1.7139 0.31 -0.29 0.11
O -0.0547 3.3015 0.8471 -0.11 0.23 0.07
C 0.2110 2.9779 -0.4982 0.30 -0.07 -0.22
C 1.7163 2.8608 -0.7428 -0.29 0.27 -0.43
C 2.3589 -1.0593 0.0611 -0.11 -0.31 0.03
H -4.2718 -1.6936 -1.0832 -0.02 -0.09 0.02
H -5.0403 -0.3719 -1.9559 -0.15 0.00 -0.05
H -3.3663 -0.8009 -2.3143 0.03 -0.02 -0.07
H -4.7415 -0.5862 1.1807 -0.03 -0.06 0.04
H -4.2378 1.0866 1.4389 -0.01 0.04 0.06
H -5.5792 0.7199 0.3481 -0.15 0.02 -0.04
H -3.0300 2.3665 -0.3746 0.02 0.13 0.07
H -2.7577 1.6115 -1.9458 0.05 0.02 -0.11
H -4.3960 2.0564 -1.4541 -0.11 0.03 -0.03
H -3.1840 -2.1018 0.9192 -0.06 -0.06 0.09
H -1.6240 -1.9080 1.7421 -0.08 -0.08 0.02
H -1.4913 -3.8819 0.2659 -0.02 0.08 -0.13
H -1.9953 -2.8974 -1.1370 0.00 -0.04 0.11
H 0.0697 -1.6485 -0.8505 0.07 -0.11 -0.02
H 3.2974 -4.2986 0.1539 0.00 -0.09 0.02
H 5.5384 -3.2473 -0.1171 0.10 -0.05 -0.02
H 2.3415 1.3212 2.1435 -0.10 0.07 0.18
H 2.4882 3.0653 1.8306 -0.03 -0.10 0.02
H 0.2294 2.6523 2.7265 0.05 -0.11 -0.03
H -0.0471 1.3585 1.5198 0.04 0.09 0.09
H -0.2147 3.7842 -1.0970 0.05 -0.09 -0.05
H -0.2772 2.0257 -0.7521 0.05 0.08 -0.06
H 1.9360 2.5595 -1.7659 -0.13 0.16 -0.04
H 2.1954 3.8293 -0.5421 -0.05 -0.04 -0.06
H 1.4984 -0.4117 0.1332 -0.13 0.01 -0.02
```
Forces are in eV/Å.

As for the relative energy (zero: lowest compared OMol25 entry of this formula, charge and spin): 135.0 kJ/mol. As for the total energy: -63397.9549 eV. The value obtained for the LUMO energy is 0.31 eV. Its max |F| is 0.0201 hartree/bohr.

=====

This record from the OMol25 dataset describes a structure of composition C15H16ClNOs at a distorted geometry. The level of theory is wB97M-V/def2-TZVPD.

```
34
Properties=species:S:1:pos:R:3:forces:R:3
C 0.0063 -1.3282 -1.8742 0.94 -1.37 -1.27
C -1.3134 -1.5465 -1.3663 -0.68 -0.35 -0.26
C -1.1944 -2.1335 -0.0707 -0.04 -1.75 -0.02
C 0.1988 -2.2939 0.2150 0.04 -2.17 0.15
C 0.9384 -1.8056 -0.9003 0.91 -1.08 -1.10
Os -0.2740 -0.2310 -0.0645 -0.97 6.52 1.03
C -1.0567 1.5012 -1.0513 0.22 -0.58 0.11
C 0.3347 1.9827 -1.2159 2.54 0.34 0.16
C 0.8611 2.7874 -2.1764 -0.69 -0.92 0.67
N 1.1417 1.2758 -0.2063 -1.54 0.26 -1.75
H -2.0174 -2.4043 0.5813 0.19 0.07 -0.10
H -2.2434 -1.2863 -1.8644 0.29 -0.07 0.16
H 0.6243 -2.7105 1.1222 -0.09 0.14 -0.26
H 2.0216 -1.7991 -0.9924 -0.36 0.02 0.04
H 0.2613 -0.8913 -2.8364 -0.07 -0.03 0.30
H -1.5912 1.3287 -1.9912 0.07 0.32 0.26
H 2.1236 1.1595 -0.4704 -0.23 0.40 0.31
H -1.6258 2.0860 -0.3237 -0.07 -0.13 -0.21
H 0.1813 3.2160 -2.9103 0.33 0.04 0.09
H 1.9343 2.9525 -2.2317 -0.25 0.13 -0.04
Cl -0.0322 2.8358 3.1699 -0.11 0.31 -0.11
C 0.2148 1.2187 3.7031 1.19 -0.12 1.60
C 0.9018 1.0101 4.8953 -0.61 0.88 -1.17
C 1.1712 -0.2940 5.3331 0.33 -0.43 0.50
C 0.7245 -1.3785 4.5771 -0.55 -0.32 -0.81
C -0.0191 -1.1690 3.4183 0.71 -1.68 1.09
C -0.2926 0.1282 2.9441 -1.70 1.30 -2.43
C -1.1448 0.3313 1.7495 0.10 -0.02 3.54
H 1.2273 1.8678 5.4785 -0.04 -0.13 -0.16
H 1.7227 -0.4503 6.2596 -0.13 0.03 -0.26
H 0.9426 -2.4009 4.8909 -0.11 0.30 -0.02
H -0.4141 -2.0288 2.8735 0.07 0.26 0.21
H -2.0178 -0.3350 1.7756 0.04 -0.12 -0.20
H -1.4748 1.3628 1.6215 0.25 -0.07 -0.01
```
Forces are in eV/Å.

As for the relative energy (zero: lowest compared OMol25 entry of this formula, charge and spin): 82.0 kJ/mol. As for the expectation value of S²: 6.039. As for the spin multiplicity: 5. As for the total energy: -32286.3043 eV. The value obtained for the LUMO energy (spin up / spin down) is 0.39 / -2.63 eV. Its max |F| is 0.1298 hartree/bohr.

=====

This record from the OMol25 dataset describes a cluster of 2 separate species, C6H16N2O in total at a distorted geometry. The level of theory is wB97M-V/def2-TZVPD.

```
25
Properties=species:S:1:pos:R:3:forces:R:3
H -2.7283 0.2557 -0.1241 0.12 0.23 -0.38
N -1.8513 -0.2407 0.0023 -0.10 -0.52 -0.10
C -1.2519 -0.6235 -1.0540 -0.23 1.25 0.06
C 0.0260 -1.3618 -0.9170 0.87 -0.02 0.49
C -1.6721 -0.2115 -2.4512 -0.41 -0.38 0.03
N -2.0630 -1.3331 -3.2935 0.01 -0.15 -0.17
H 0.1659 -2.0756 -1.7303 0.15 0.06 0.10
H 0.0758 -1.8632 0.0539 -0.15 -0.13 -0.24
H 0.8734 -0.6386 -0.8767 -0.62 -0.59 -0.46
H -2.5220 0.4769 -2.3961 0.17 0.00 0.07
H -0.8457 0.3109 -2.9427 -0.02 0.01 0.13
H -1.2795 -1.9531 -3.4636 -0.12 -0.01 -0.03
H -2.8022 -1.8709 -2.8534 0.09 0.01 -0.07
C 1.6647 1.1384 3.1581 -0.23 -0.25 -0.35
C 1.0749 0.4560 1.9243 1.30 0.64 -2.14
C 1.7127 1.2145 0.5885 -0.32 -0.01 1.92
O -0.2908 0.4669 2.0391 -2.10 -0.09 -1.34
H 1.3355 0.6153 4.0567 0.05 -0.01 -0.02
H 2.7514 1.1450 3.1138 0.09 0.01 0.06
H 1.2958 2.1613 3.2076 0.02 0.09 0.01
H 1.4570 -0.5751 1.8626 0.04 -0.04 0.06
H 1.3476 1.0782 -0.4258 -0.45 -0.56 0.19
H 1.6375 2.2923 0.7312 0.02 0.13 0.26
H 2.7713 0.9615 0.5946 0.16 0.01 -0.09
H -0.8826 0.1744 1.1957 1.67 0.33 2.00
```
Forces are in eV/Å.

As for the relative energy (zero: lowest compared OMol25 entry of this formula, charge and spin): 178.2 kJ/mol. As for the total energy: -11508.2078 eV. The value obtained for the LUMO energy is 0.72 eV. Its max |F| is 0.0511 hartree/bohr.

=====

This record from the OMol25 dataset describes a cluster of 2 separate species, CHFNO3S in total at a distorted geometry. The level of theory is wB97M-V/def2-TZVPD.

```
8
Properties=species:S:1:pos:R:3:forces:R:3
C 1.4392 0.9163 -0.3911 -2.45 -0.29 -0.04
N -0.7617 0.8737 -0.2320 3.76 -0.15 -0.36
O 2.1975 -1.5435 -0.4115 -0.91 -3.15 -0.51
O 2.6827 -0.0789 1.5442 0.94 -0.96 -2.51
O 3.8642 0.1609 -0.7135 -0.37 -0.23 1.18
F 1.9063 2.0266 0.0762 -0.67 1.38 0.11
S 2.7336 -0.3431 0.0679 -0.19 3.32 1.90
H -0.7024 0.0153 -0.8106 -0.11 0.07 0.23
```
Forces are in eV/Å.

As for the relative energy (zero: lowest compared OMol25 entry of this formula, charge and spin): 676.3 kJ/mol. As for the total energy: -22233.6001 eV. The value obtained for the LUMO energy (spin up / spin down) is 3.10 / 3.42 eV. Its max |F| is 0.0746 hartree/bohr. The total charge is -1.

=====

This record from the OMol25 dataset describes the molecule C2H4OS at a distorted geometry. The level of theory is wB97M-V/def2-TZVPD.

```
8
Properties=species:S:1:pos:R:3:forces:R:3
O 1.2706 0.7080 1.8421 -0.54 -0.38 -0.29
C 0.4038 0.0387 1.3713 -2.24 -1.63 -1.23
C -0.0167 0.1798 -0.2127 0.30 0.18 -0.62
S -1.6198 -0.3694 -1.2658 1.28 0.52 2.25
H -0.2021 -0.8397 1.9569 1.36 1.88 -1.03
H 0.2106 1.1700 -0.6196 -0.46 0.38 0.93
H 0.7451 -0.3330 -0.7994 0.18 -0.75 0.58
H -0.7913 -0.5544 -2.2727 0.11 -0.20 -0.59
```
Forces are in eV/Å.

As for the relative energy (zero: lowest compared OMol25 entry of this formula, charge and spin): 166.9 kJ/mol. As for the total energy: -15019.7361 eV. The value obtained for the LUMO energy is 0.61 eV. Its max |F| is 0.0589 hartree/bohr.

=====

This record from the OMol25 dataset describes a structure of composition C2H2CeO2 at a distorted geometry. The level of theory is wB97M-V/def2-TZVPD.

```
7
Properties=species:S:1:pos:R:3:forces:R:3
O -0.7726 -1.1839 -0.3042 1.72 -0.81 0.29
C -0.8339 0.0653 -0.0152 -0.79 -0.74 0.75
C 0.3427 0.8626 -0.1317 1.94 0.20 0.96
O 1.4725 0.2892 -0.2300 -1.52 -1.11 -0.21
Ce 1.1696 -2.3770 -0.0687 -1.32 2.51 -0.52
H -1.6662 0.4168 0.6080 -0.16 0.11 -0.72
H 0.2878 1.9270 0.1418 0.12 -0.15 -0.55
```
Forces are in eV/Å.

As for the relative energy (zero: lowest compared OMol25 entry of this formula, charge and spin): 0.0 kJ/mol. As for the expectation value of S²: 2.013. As for the spin multiplicity: 3. As for the total energy: -19109.8363 eV. The value obtained for the LUMO energy (spin up / spin down) is -11.43 / -10.41 eV. Its max |F| is 0.0560 hartree/bohr. The total charge is +2.

=====

This record from the OMol25 dataset describes a cluster of 5 separate species, C15H21O16S in total at a distorted geometry. The level of theory is wB97M-V/def2-TZVPD.

```
53
Properties=species:S:1:pos:R:3:forces:R:3
O 1.0157 -4.1114 1.0299 0.32 2.66 -4.14
S 1.2974 -3.4303 -0.3663 3.80 -4.41 0.73
O 2.4882 -2.4064 -0.2904 -4.10 -2.47 -0.60
O 1.5833 -4.7060 -1.4708 -1.46 5.32 3.60
C -0.3183 -2.6196 -0.8671 -2.75 -2.08 -0.22
C -1.4843 -3.9289 -0.5385 -2.02 1.58 0.60
C -2.8807 -3.4201 0.3595 5.42 -1.90 -3.13
O -2.8731 -3.7893 -1.2423 2.96 0.20 4.72
H -0.6533 -1.7198 -0.1999 1.07 -1.69 -1.32
H -0.4568 -2.4435 -2.0148 0.80 -0.13 2.26
H -1.0210 -5.0694 -0.2959 -1.43 3.47 -1.04
H -2.7840 -4.3416 1.0674 -1.46 2.16 -1.24
H -2.6866 -2.2951 0.5963 -0.95 -2.41 -0.43
C 2.7618 1.4742 -1.1949 0.77 0.01 -0.85
C 3.0933 1.3932 0.2599 1.35 -0.30 0.37
O 1.8473 1.6202 0.8908 -1.07 -0.01 -0.37
C 0.8789 1.2798 -0.0093 -1.98 -0.52 -0.05
O -0.3081 1.1906 0.2569 2.32 0.34 -0.39
O 1.4121 1.0513 -1.2450 -0.92 0.20 1.27
H 3.3950 0.8225 -1.8032 -0.36 0.11 0.12
H 2.8266 2.4963 -1.5824 -0.14 -0.28 0.16
H 3.4618 0.4037 0.5504 -0.14 0.05 -0.09
H 3.8246 2.1477 0.5627 -0.24 -0.03 0.06
C 4.9499 5.2083 -4.2462 0.41 0.79 -0.66
C 3.5315 4.9545 -3.8504 -0.94 0.68 -0.22
O 3.5586 3.6200 -3.3807 0.92 -0.31 0.13
C 4.8424 3.3607 -2.9957 0.84 -2.12 1.24
O 5.1904 2.3635 -2.3857 -0.60 2.42 -1.43
O 5.6852 4.3629 -3.3815 -0.44 -0.72 0.42
H 5.2407 6.2531 -4.1064 0.10 -0.24 0.07
H 5.1535 4.9176 -5.2821 -0.03 0.00 0.08
H 3.2008 5.6091 -3.0372 0.04 -0.06 -0.06
H 2.8403 5.0557 -4.6916 0.04 -0.19 0.21
C -0.2255 4.0180 3.2997 -0.67 -1.05 0.13
C 1.2641 3.9876 3.1849 0.71 -1.12 0.27
O 1.5612 5.1824 2.4876 -0.72 0.96 -0.06
C 0.5193 6.0376 2.7036 0.00 2.12 -0.57
O 0.5199 7.2167 2.3914 0.00 -2.44 0.65
O -0.5224 5.4017 3.3153 0.72 0.91 -0.36
H -0.5827 3.5346 4.2132 -0.03 0.23 -0.14
H -0.7209 3.5598 2.4373 0.09 0.00 0.07
H 1.7594 4.0153 4.1612 -0.06 0.06 -0.04
H 1.6210 3.1156 2.6300 -0.04 0.29 0.01
C -7.2616 -5.8476 1.1099 -0.96 0.21 -0.46
C -6.4133 -7.0770 1.1539 -0.14 -0.99 -0.34
O -5.1237 -6.5724 1.4445 -0.02 0.80 0.36
C -5.2989 -5.3674 2.0617 2.20 1.46 1.25
O -4.4069 -4.7335 2.6005 -2.37 -1.67 -1.04
O -6.6018 -4.9652 1.9982 0.74 -0.18 0.19
H -8.2864 -6.0367 1.4413 0.17 0.18 0.06
H -7.2876 -5.3927 0.1142 0.04 -0.05 0.08
H -6.7129 -7.7633 1.9530 0.01 0.06 -0.04
H -6.4135 -7.6169 0.2030 0.19 0.09 0.17
```
Forces are in eV/Å.

As for the total energy: -59485.6234 eV. The value obtained for the LUMO energy is 1.82 eV. Its max |F| is 0.1281 hartree/bohr. The total charge is -1.